No. 1
{
  "formula": "C42H30BaBr5N8O3S2Se2",
  "method": "ωB97M-V/def2-TZVPD",
  "lumo_ev": 0.40,
  "homo_ev": -2.91,
  "total_charge": -1,
  "symbols": ["Ba", "Br", "Br", "Br", "Br", "Br", "Se", "Se", "S", "S", "O", "O", "O", "N", "N", "N", "N", "N", "N", "N", "N", "C", "C", "C", "C", "C", "C", "C", "C", "C", "C", "C", "C", "C", "C", "C", "C", "C", "C", "C", "C", "C", "C", "C", "C", "C", "C", "C", "C", "C", "C", "C", "C", "C", "C", "C", "C", "C", "C", "C", "C", "C", "C", "H", "H", "H", "H", "H", "H", "H", "H", "H", "H", "H", "H", "H", "H", "H", "H", "H", "H", "H", "H", "H", "H", "H", "H", "H", "H", "H", "H", "H", "H"],
  "coordinates": [[0.775, 0.408, 0.334], [6.039, -0.976, 1.210], [-3.415, 0.355, 3.200], [4.438, -6.315, 2.414], [6.783, -4.149, 2.081], [1.259, -5.323, 2.229], [2.593, 3.069, -1.349], [4.015, 2.549, 0.792], [-6.856, -2.329, -0.818], [1.199, -2.732, -4.542], [1.196, -2.408, 0.775], [-6.120, 3.608, -0.192], [2.851, -0.766, 1.644], [1.603, 2.797, 2.282], [-1.726, -1.439, -0.080], [-5.930, -4.162, 0.853], [-1.493, 2.421, -0.061], [-0.599, -0.147, 3.381], [3.604, 0.754, -2.496], [-5.603, 1.423, 0.351], [-0.493, 0.618, -3.482], [0.389, -1.199, 5.325], [-0.027, -0.405, -4.264], [-1.943, -0.657, 5.302], [-2.831, 2.094, 0.099], [-1.484, 1.622, -5.400], [-3.283, -3.058, 0.878], [3.947, -4.551, 1.921], [1.205, -1.394, -2.256], [-5.636, -3.101, 0.063], [0.994, 3.292, 3.451], [-1.174, 3.700, -0.105], [2.288, -2.924, 1.245], [4.414, 2.008, -4.904], [4.571, 0.622, -4.699], [3.404, 2.057, -2.713], [0.478, -0.562, 4.057], [2.936, 2.829, 2.290], [4.984, -3.602, 1.831], [-2.041, -2.408, 0.821], [4.067, 0.047, -3.555], [-3.817, 3.050, 0.132], [4.711, -2.275, 1.587], [-2.119, 4.751, -0.121], [0.727, -1.385, -3.553], [2.157, -2.423, -2.132], [1.707, 3.524, 4.641], [-0.255, -0.471, -5.659], [3.741, 2.722, -3.918], [-0.863, -1.200, 5.997], [3.714, 3.032, 3.455], [-2.565, -1.345, -1.153], [-1.763, -0.180, 3.992], [3.137, 3.418, 4.652], [-1.153, 1.616, -4.042], [-1.039, 0.562, -6.222], [3.357, -1.910, 1.523], [-5.274, 2.742, 0.068], [-3.468, 4.422, 0.027], [2.317, -3.264, -3.269], [2.605, -4.193, 1.699], [-3.835, -1.913, -1.168], [-4.261, -2.683, -0.039], [5.042, -0.043, -5.445], [-3.472, -3.669, 1.775], [-0.098, 3.932, -0.187], [-4.952, 0.685, 0.245], [-3.026, 1.009, 0.165], [-6.558, 1.204, 0.067], [1.173, 3.831, 5.530], [-4.547, -1.759, -1.965], [-6.885, -4.440, 0.951], [-5.158, -4.704, 1.205], [-1.263, -2.629, 1.558], [2.777, -2.602, -1.206], [-1.200, 0.487, -7.286], [-1.521, 2.417, -3.362], [4.104, -1.027, -3.351], [-0.054, 3.473, 3.383], [2.947, -4.152, -3.432], [-2.908, -0.530, 5.771], [-2.043, 2.432, -5.842], [1.435, -0.438, 3.526], [3.757, 3.470, 5.567], [-2.204, -0.758, -2.044], [-4.299, 5.112, -0.018], [-1.041, -1.704, 6.947], [4.770, 2.953, 3.356], [-1.747, 5.768, -0.221], [1.267, -1.679, 5.770], [4.885, 2.614, -5.688], [0.101, -1.303, -6.253], [3.578, 3.787, -3.930]],
  "mulliken_charge": [1.228, -0.210, -0.133, -0.259, -0.246, -0.207, -0.113, 0.093, -0.362, -0.423, -0.345, -0.688, -0.083, 0.274, 1.014, -0.332, 0.974, 0.305, 0.139, -0.226, 0.259, -0.713, 0.199, -0.601, -0.210, -0.788, -0.688, 0.044, 0.450, 0.177, -0.374, -0.351, -0.049, -0.420, -0.709, 0.288, -0.176, 0.395, 0.198, -1.128, -0.117, 0.857, -0.469, -0.928, 0.610, -1.076, -0.619, -1.059, -0.629, -0.449, -0.814, -0.769, 0.365, -0.525, -0.354, -0.506, 0.111, 0.276, -0.519, -0.434, -0.252, -0.443, 1.216, 0.380, 0.221, 0.226, 0.120, -0.602, 0.271, 0.410, 0.481, 0.210, 0.199, 0.323, 0.304, 0.413, 0.272, 0.428, 0.431, 0.412, 0.434, 0.404, 0.240, 0.361, -0.005, 0.488, 0.376, 0.420, 0.446, 0.447, 0.348, 0.431, 0.431]
}

***

No. 2
{
  "formula": "C36H69N2O8P",
  "method": "ωB97M-V/def2-TZVPD",
  "lumo_ev": 0.22,
  "homo_ev": -8.96,
  "symbols": ["P", "O", "O", "O", "O", "O", "O", "O", "O", "N", "N", "C", "C", "C", "C", "C", "C", "C", "C", "C", "C", "C", "C", "C", "C", "C", "C", "C", "C", "C", "C", "C", "C", "C", "C", "C", "C", "C", "C", "C", "C", "C", "C", "C", "C", "C", "C", "H", "H", "H", "H", "H", "H", "H", "H", "H", "H", "H", "H", "H", "H", "H", "H", "H", "H", "H", "H", "H", "H", "H", "H", "H", "H", "H", "H", "H", "H", "H", "H", "H", "H", "H", "H", "H", "H", "H", "H", "H", "H", "H", "H", "H", "H", "H", "H", "H", "H", "H", "H", "H", "H", "H", "H", "H", "H", "H", "H", "H", "H", "H", "H", "H", "H", "H", "H", "H"],
  "coordinates": [[0.417, 0.126, -2.117], [5.978, -3.307, 5.715], [0.015, 1.670, -1.762], [-1.963, 7.414, -2.392], [-2.211, -6.277, 0.979], [-0.591, 3.068, -4.345], [-5.334, -1.647, 1.282], [5.198, -1.931, -5.016], [6.747, -5.243, -0.873], [2.588, -2.761, -0.035], [1.172, 0.543, 1.409], [-5.062, -3.337, 2.933], [-1.690, 3.084, 3.846], [1.491, -2.484, -0.236], [-0.919, -0.385, -3.262], [-2.288, 3.317, -5.985], [-0.183, -0.617, -0.488], [-6.808, -1.460, 3.136], [5.616, -1.615, -2.692], [6.190, -5.541, 0.159], [-1.779, 3.085, -4.587], [-2.213, -0.388, 1.143], [-2.965, 0.913, 1.424], [-1.518, -6.137, 0.000], [-1.888, 1.566, 3.649], [-1.701, -0.401, -0.313], [0.112, -2.133, -0.565], [-0.021, -5.959, 0.105], [6.987, -1.720, 4.259], [0.325, 7.498, -3.030], [-2.815, 5.887, 0.306], [-2.810, 2.881, -3.506], [5.045, -4.721, 0.694], [6.607, -6.750, 0.963], [-0.732, 3.715, 2.805], [4.313, -3.623, -3.596], [-5.699, -2.103, 2.341], [0.588, 0.046, 0.552], [-1.265, 4.978, 2.136], [5.058, -2.344, -3.888], [-2.107, -6.120, -1.391], [-1.325, 9.410, -3.516], [5.817, -2.435, 4.893], [4.442, -2.009, 4.443], [-3.197, 1.207, 2.902], [-1.080, 8.042, -2.925], [-2.529, 4.741, 1.302], [6.928, -0.651, 4.466], [0.199, 3.967, 3.316], [-2.929, -1.203, 1.266], [-4.281, -3.703, 2.271], [-5.813, -4.117, 3.069], [-1.449, 3.450, -6.664], [-3.767, 6.376, 0.498], [-6.438, -1.159, 4.117], [5.291, -4.329, 1.683], [-2.801, 5.536, -0.724], [3.956, -4.061, -4.526], [-0.488, 5.375, 1.479], [7.917, -2.115, 4.660], [0.265, -4.997, -0.323], [-7.178, -0.585, 2.607], [5.769, -7.443, 1.055], [0.278, -5.987, 1.150], [-1.037, 1.190, 3.082], [7.436, -7.251, 0.469], [-3.384, 4.645, 1.972], [4.285, -0.950, 4.655], [3.465, -3.405, -2.944], [3.689, -2.594, 4.967], [0.083, 2.241, -2.547], [-3.430, 2.014, -3.741], [-0.772, -1.426, -3.547], [-0.583, -2.675, 0.078], [-1.092, 9.404, -4.582], [-1.266, 3.240, 4.840], [-2.884, 2.463, -6.310], [4.145, -5.333, 0.768], [-2.367, 9.687, -3.376], [4.805, -1.344, -2.012], [-1.416, -0.560, 1.866], [-0.686, 10.149, -3.028], [-7.625, -2.169, 3.279], [-2.189, -1.220, -0.847], [-2.383, 1.740, 1.009], [-0.063, -2.485, -1.586], [-3.456, 3.758, -3.438], [-1.870, 1.061, 4.615], [-0.755, 0.222, -4.155], [-3.184, -6.252, -1.333], [-1.938, -0.202, -2.920], [-2.319, 2.724, -2.548], [-2.027, 6.637, 0.369], [6.314, -2.262, -2.157], [-1.477, 5.738, 2.893], [-1.675, -6.924, -1.990], [6.913, -6.445, 1.965], [-2.918, 4.207, -6.009], [4.978, -4.328, -3.093], [4.335, -2.166, 3.368], [-2.654, 3.593, 3.843], [0.371, 6.514, -2.569], [-2.420, 3.798, 0.765], [0.620, 7.420, -4.078], [4.850, -3.890, 0.024], [-0.482, 2.974, 2.044], [-1.886, -5.170, -1.881], [-3.925, 0.858, 0.907], [6.970, -1.861, 3.177], [-3.687, 0.361, 3.390], [0.493, -6.752, -0.440], [1.023, 8.166, -2.524], [-2.024, 0.513, -0.811], [-4.629, -3.102, 3.907], [-3.869, 2.063, 2.982], [6.130, -0.714, -3.019]],
  "mulliken_charge": [0.094, -0.561, -0.399, -0.489, -0.563, -0.611, -0.539, -0.577, -0.545, -0.319, -0.640, -1.144, -1.021, -0.200, -1.015, -1.315, 2.767, -1.316, -0.944, 0.834, 0.935, -0.259, -0.531, 0.834, -0.774, -1.679, -0.893, -0.746, -1.051, -1.017, -1.282, -0.748, -0.482, -1.250, -0.220, -0.766, 1.001, -0.689, -1.156, 0.857, -1.076, -1.160, 0.852, -0.951, -0.838, 0.803, 1.012, 0.330, 0.404, -0.204, 0.259, 0.413, 0.346, 0.309, 0.322, 0.153, 0.254, 0.330, 0.490, 0.293, -0.050, 0.323, 0.325, 0.284, 0.335, 0.317, 0.264, 0.357, 0.081, 0.279, 0.284, 0.346, 0.345, 0.435, 0.337, 0.399, 0.332, 0.243, 0.293, 0.203, 0.790, 0.345, 0.416, 0.584, 0.066, 0.346, 0.491, 0.467, 0.387, 0.314, 0.249, -0.171, 0.289, 0.257, 0.258, 0.355, 0.329, 0.345, 0.215, 0.174, 0.462, 0.204, -0.527, 0.338, 0.088, 0.008, 0.227, 0.401, 0.283, 0.118, 0.424, 0.349, 0.169, 0.297, 0.677, 0.324]
}

***

No. 3
{
  "formula": "C29H32Br33ClN5OPS",
  "method": "ωB97M-V/def2-TZVPD",
  "lumo_ev": -0.93,
  "homo_ev": -8.76,
  "symbols": ["Br", "Br", "Br", "Br", "Br", "Br", "Br", "Br", "Br", "Br", "Br", "Br", "Br", "Br", "Br", "Br", "Br", "Br", "Br", "Br", "Br", "Br", "Br", "Br", "Br", "Br", "Br", "Br", "Br", "Br", "Br", "Br", "Br", "Cl", "S", "P", "O", "N", "N", "N", "N", "N", "C", "C", "C", "C", "C", "C", "C", "C", "C", "C", "C", "C", "C", "C", "C", "C", "C", "C", "C", "C", "C", "C", "C", "C", "C", "C", "C", "C", "C", "H", "H", "H", "H", "H", "H", "H", "H", "H", "H", "H", "H", "H", "H", "H", "H", "H", "H", "H", "H", "H", "H", "H", "H", "H", "H", "H", "H", "H", "H", "H", "H"],
  "coordinates": [[-5.269, -3.314, 3.216], [0.828, 6.731, -5.769], [-8.049, -2.014, 4.090], [6.277, -11.652, 0.000], [-11.211, -2.890, 6.328], [3.924, -9.493, -0.011], [-1.358, -4.284, 0.062], [1.696, -5.162, 0.243], [-11.690, 4.645, 5.727], [4.993, -10.703, -2.765], [-10.631, 3.307, 3.028], [0.285, 3.948, -7.231], [-6.804, -4.411, 5.793], [-4.059, -4.642, -2.654], [-5.299, 0.226, 5.070], [-3.912, -2.060, 6.824], [-9.375, 2.452, 5.833], [-2.801, -1.772, -3.272], [-12.338, -2.353, 3.391], [-2.336, -0.743, 4.359], [8.715, -1.116, -2.093], [-12.199, 0.026, 5.516], [-0.026, -4.718, 2.918], [5.211, 1.858, 4.114], [6.516, -6.223, -3.566], [2.504, 0.205, 4.434], [5.088, -0.629, 6.115], [-1.607, 6.453, -7.821], [7.829, -7.138, -0.804], [5.435, -5.034, -0.810], [5.993, 0.563, -2.189], [-4.475, -2.238, -0.594], [7.413, -0.329, -4.904], [1.827, 6.698, -1.340], [2.011, 3.871, 2.489], [3.559, 5.571, -1.773], [4.717, 6.216, -0.782], [-0.974, 4.533, -2.922], [2.003, 2.307, 2.012], [0.359, 2.582, -2.711], [-2.076, 2.614, -2.275], [2.526, 4.607, 1.144], [3.221, 3.891, -1.111], [2.431, 2.351, 0.763], [-6.433, -2.874, 4.689], [-1.465, 0.329, 0.899], [1.003, 2.681, -4.047], [-3.636, -0.462, 5.770], [0.855, -0.336, 0.770], [-10.175, 3.879, 4.812], [-4.254, -2.736, -2.444], [3.475, 1.826, -4.330], [-0.043, -5.269, 1.069], [-0.190, 0.488, 0.372], [3.411, 2.789, -1.910], [1.948, 1.490, -4.346], [-12.443, -1.869, 5.255], [-1.734, -0.654, 1.846], [4.105, 0.822, 5.309], [6.966, -5.706, -1.766], [3.101, 1.474, -1.361], [2.741, 3.661, 0.228], [-0.869, 3.291, -2.665], [7.670, 0.185, -3.063], [0.561, -1.347, 1.689], [2.619, 1.236, -0.117], [-0.701, -1.528, 2.234], [2.295, -0.201, 0.278], [5.447, -10.200, -0.960], [3.900, 2.949, -3.348], [-0.508, 5.558, -6.516], [-0.004, 1.280, -0.362], [1.375, -2.015, 1.993], [-9.432, 4.659, 4.717], [-5.161, -2.451, -2.960], [-2.298, 0.979, 0.625], [1.472, 3.673, -4.120], [-1.158, 5.258, -5.701], [3.797, 1.481, 6.110], [1.742, 0.696, -3.612], [-0.877, -2.326, 2.955], [5.004, 2.935, -3.305], [0.197, 1.613, -2.453], [-2.146, 2.559, -1.264], [3.781, 2.117, -5.348], [-2.738, -0.776, 2.296], [0.194, 2.671, -4.813], [-0.054, 4.919, -3.151], [-2.130, 1.695, -2.702], [8.241, 1.104, -3.066], [-3.235, 0.290, 6.437], [3.620, 3.925, -3.761], [-13.441, -2.115, 5.592], [2.397, -0.827, -0.627], [-0.332, -6.312, 1.058], [-5.904, -2.159, 5.307], [1.710, 1.116, -5.354], [6.174, -9.403, -1.025], [2.998, -0.592, 1.027], [4.724, 7.170, -0.949], [3.258, 0.616, -2.020], [4.030, 0.904, -4.104], [7.677, -4.896, -1.837]],
  "mulliken_charge": [0.107, -0.014, 0.043, -0.015, -0.002, 0.017, 0.099, -0.013, -0.018, -0.010, 0.002, -0.026, -0.029, -0.018, -0.038, -0.029, 0.015, -0.004, -0.016, 0.214, -0.053, 0.041, -0.023, -0.038, 0.006, 0.049, -0.042, -0.031, -0.051, 0.082, 0.144, 0.032, -0.041, -0.294, 0.073, 0.141, -0.455, -0.710, -0.246, 0.192, -0.499, -0.581, -0.069, 0.375, 0.242, -1.347, -0.425, -0.457, 0.567, -0.371, -0.457, -0.753, -0.419, 1.182, 1.398, -1.004, -0.360, -0.576, -0.344, -0.298, -1.569, 1.134, 0.359, -0.358, -0.074, 0.265, -1.342, -1.462, 0.287, -2.024, -0.226, -0.272, 0.676, 0.364, 0.395, 0.190, 0.282, 0.296, 0.353, 0.337, 0.398, 0.588, 0.026, 0.247, 0.500, 0.782, 0.359, 0.177, 0.260, 0.396, 0.430, 0.714, 0.327, 0.360, 0.383, -0.434, 0.506, -0.272, 0.502, 0.322, 0.665, 0.058, 0.249]
}

***

No. 4
{
  "formula": "C12H15N2P",
  "method": "ωB97M-V/def2-TZVPD",
  "lumo_ev": [-0.35, -0.35],
  "homo_ev": [-6.50, -6.51],
  "symbols": ["P", "N", "N", "C", "C", "C", "C", "C", "C", "C", "C", "C", "C", "C", "C", "H", "H", "H", "H", "H", "H", "H", "H", "H", "H", "H", "H", "H", "H", "H"],
  "coordinates": [[-3.744, -0.059, -0.543], [-4.972, 0.563, 0.182], [0.284, 1.543, 0.153], [1.448, 0.769, -0.002], [3.738, 0.330, -0.464], [1.159, -0.603, 0.027], [-0.334, -0.746, -0.003], [2.241, -1.506, -0.151], [2.716, 1.222, -0.249], [-0.943, -1.615, 1.193], [0.470, 2.908, 0.204], [3.502, -1.018, -0.391], [-0.756, 0.704, 0.206], [-2.211, 0.932, 0.383], [-0.822, -1.422, -1.326], [-0.748, -2.773, 1.129], [-1.921, -1.591, -1.324], [-5.748, 0.058, -0.194], [-0.764, -1.142, 2.178], [-2.442, 1.909, 0.171], [-2.554, 0.715, 1.326], [-2.058, -1.643, 0.973], [-0.304, -2.381, -1.220], [1.482, 3.178, 0.500], [4.376, -1.669, -0.330], [-0.294, 3.665, 0.484], [4.724, 0.759, -0.562], [3.013, 2.277, -0.201], [-0.579, -0.766, -2.240], [2.042, -2.598, 0.089]],
  "mulliken_charge": [0.256, -0.518, 0.412, 0.142, -0.636, -0.118, 2.247, -0.460, -0.617, -1.431, -0.530, -0.586, -0.010, -1.730, -1.516, 0.304, 0.376, 0.300, 0.374, 0.630, 0.469, 0.343, 0.449, 0.080, 0.329, 0.217, 0.394, 0.255, 0.265, 0.309]
}

***

no.,E_tot (hartree)
1,-20777.10787
2,-2465.87997
3,-87615.35646
4,-916.97276